[1]
C13H27AlBBr4F2O11P4 | ωB97M-V/def2-TZVPD

Positions of all 63 atoms, in Å:
C (0.6814, 2.7612, 1.5423)
C (-0.8068, 2.6119, 0.8228)
O (-0.8758, 1.2376, 0.3021)
P (-2.3374, 0.4174, 0.7722)
O (-2.2434, 0.2182, 2.3683)
C (-2.2722, -1.3193, -0.1084)
C (-0.7027, -1.8105, 0.0202)
P (0.2490, -1.8813, -1.6354)
C (1.9759, -2.6599, -1.2256)
C (2.6911, -1.3574, -0.2395)
C (4.1240, -1.8295, 0.6194)
O (4.0962, -0.8537, -0.7041)
P (0.7351, 0.1303, -2.4519)
P (-1.0278, 0.9944, -3.4575)
O (-2.1374, 1.5244, -2.4645)
O (-0.3965, 2.3532, -4.4083)
O (-1.6308, -0.1620, -4.6489)
O (-3.8143, 1.2633, 0.3904)
C (-4.9899, 0.4309, 0.8104)
C (-5.5947, -0.4386, -0.4770)
H (1.1101, 3.8497, 1.5243)
H (1.4001, 2.0536, 0.9081)
H (0.6091, 2.2827, 2.6080)
H (-1.6973, 2.9300, 1.5117)
H (-0.7726, 3.3260, -0.1321)
H (-2.9077, -2.0510, 0.5890)
H (-2.6756, -1.2663, -1.2063)
H (-0.7471, -2.9294, 0.4338)
H (-0.1375, -1.2013, 0.8766)
H (-0.4291, -2.6395, -2.6663)
H (1.9149, -3.5964, -0.5289)
H (2.6713, -2.7740, -2.1589)
H (1.9043, -0.5656, 0.3331)
H (3.9399, -2.9587, 0.3730)
H (3.7819, -1.2665, 1.6044)
H (1.1322, 1.0178, -1.3501)
H (0.5942, 2.1444, -4.5278)
H (-2.1436, 0.4342, -5.2936)
H (-4.7076, -0.3059, 1.6758)
H (-5.8319, 1.1478, 1.2563)
H (-5.0088, -0.0487, -1.4188)
H (-5.3489, -1.5660, -0.2751)
H (-6.7654, -0.2656, -0.5649)
Br (-2.4654, -0.5264, 4.1553)
B (5.3921, 6.4587, 2.7188)
O (5.3536, 5.1529, 2.0516)
C (4.0712, 4.7665, 2.0113)
O (3.6874, 3.7180, 1.5187)
C (3.2425, 5.7661, 2.6282)
O (2.0295, 5.7178, 2.7530)
O (4.0022, 6.7829, 3.0576)
F (5.9360, 7.4645, 1.8197)
F (6.1971, 6.3800, 3.9278)
Al (-3.0654, -0.9973, -6.3090)
Br (-1.5214, -4.8577, -1.5427)
C (-1.0328, -6.5542, -0.7141)
C (0.1732, -6.3978, 0.1823)
Br (1.8175, -6.2820, -0.8602)
H (-0.8813, -7.2733, -1.5243)
H (-1.9105, -6.8492, -0.1319)
H (0.3002, -7.2803, 0.8158)
H (0.1320, -5.5060, 0.8139)
Br (2.9346, 2.9346, 3.2299)

Computed properties:
strongest force on any atom = 7.09 eV/A
lowest unoccupied orbital energy = -5.58 eV
2S+1 = 1
charge = +1
HOMO-LUMO gap = 1.608 eV
HOMO = -7.1887 eV

---

[2]
C13H27CaNO8P2S | ωB97M-V/def2-TZVPD

Positions of all 53 atoms, in Å:
C (0.0382, 5.0246, 0.8882)
C (-0.4705, 3.8529, 0.0749)
C (0.6338, 2.9403, -0.7079)
C (0.4422, 1.2931, -0.4830)
C (1.6048, 0.6444, -1.5014)
C (3.1181, 0.7374, -0.7939)
C (3.4861, -0.7197, -0.0639)
C (5.0358, -1.1971, -0.3027)
O (0.8554, 0.8890, 0.8591)
S (-0.3991, 0.8284, 1.9939)
O (-0.6073, 2.1689, 2.8018)
O (0.0717, -0.2013, 3.0969)
C (-2.0096, 0.1263, 1.3223)
P (-2.9445, -1.0382, 2.4980)
O (-3.6068, -0.1654, 3.6597)
O (-4.3176, -1.7439, 1.6188)
O (-2.0328, -2.3897, 3.1070)
C (-1.6063, -0.5463, -0.1456)
C (-0.6232, -1.8487, -0.0369)
N (-1.3782, -3.1861, 0.1116)
C (-0.5615, -4.1949, 0.8879)
C (-0.9853, 0.7162, -1.0195)
P (-1.0213, 0.3766, -2.9384)
O (-0.9992, -1.3323, -3.2743)
O (-2.6494, 0.8950, -3.4210)
H (-0.5876, 5.5240, 1.7543)
H (1.1365, 5.4627, 0.7348)
H (-1.6466, 3.6703, 0.0448)
H (0.4539, 3.1065, -1.8759)
H (1.7528, 3.2346, -0.4998)
H (1.6663, 1.3279, -2.4508)
H (1.4404, -0.4922, -1.7167)
H (3.8993, 0.8231, -1.6902)
H (3.2065, 1.6066, -0.0159)
H (3.3671, -0.5313, 1.1079)
H (2.7322, -1.5728, -0.3338)
H (5.1875, -2.1954, 0.3320)
H (5.8267, -0.4350, 0.1218)
H (5.2059, -1.4978, -1.4228)
H (-2.7125, 1.0345, 1.0761)
H (-4.8255, -1.0220, 1.1448)
H (-1.7027, -2.0816, 4.0200)
H (-2.6050, -0.8831, -0.6987)
H (0.1381, -1.7832, 0.8754)
H (0.0696, -2.0187, -0.9942)
H (-2.3313, -3.0354, 0.5064)
H (0.3679, -4.6292, 0.2832)
H (-0.0788, -3.7130, 1.8677)
H (-1.2689, -5.0631, 1.2984)
H (-1.7818, 1.5953, -0.8797)
H (-1.9332, -1.5580, -3.5830)
H (-3.2246, 0.7848, -2.5856)
Ca (-0.8255, 2.4122, -4.6520)

Computed properties:
strongest force on any atom = 10.85 eV/A
lowest unoccupied orbital energy = -9.52 eV
relative energy (zero: lowest compared OMol25 entry of this formula, charge and spin) = 134.5 kcal per mole
2S+1 = 1
charge = +2
HOMO-LUMO gap = 4.105 eV
HOMO = -13.6304 eV

---

[3]
C13H27I2N2O | ωB97M-V/def2-TZVPD

Positions of all 45 atoms, in Å:
C (4.2971, -3.3755, -0.9714)
C (3.5050, -2.1014, -0.8000)
I (4.6537, -0.3245, -1.1070)
C (2.2424, -2.0247, -0.5059)
I (1.2193, -3.9009, -0.3280)
C (1.4921, -0.7243, -0.3239)
C (1.9479, 0.0571, 0.9454)
C (1.4329, 1.4986, 0.7937)
N (0.1498, 1.5550, 0.0258)
C (-0.7305, 0.3669, 0.2554)
C (-1.2559, 0.4391, 1.6917)
C (-2.1475, -0.7443, 2.1072)
C (-3.0872, -1.2827, 1.0141)
C (-4.1390, -0.2328, 0.5669)
N (-5.4710, -0.5679, 1.1509)
C (-0.0406, -0.9545, -0.1322)
H (4.0886, -4.0940, -0.1818)
H (4.0686, -3.8030, -1.9483)
H (5.3558, -3.1308, -0.9122)
H (1.6963, -0.0516, -1.1668)
H (3.0171, 0.0083, 1.1169)
H (1.4469, -0.3776, 1.8158)
H (1.3615, 2.0147, 1.7482)
H (2.1731, 2.0418, 0.1997)
H (0.3466, 1.7412, -0.9685)
H (-0.3706, 2.3575, 0.3873)
H (-1.5993, 0.5095, -0.3921)
H (-1.8602, 1.3541, 1.7761)
H (-0.4694, 0.5426, 2.4439)
H (-1.4907, -1.5679, 2.4095)
H (-2.7400, -0.5126, 2.9929)
H (-3.5980, -2.1442, 1.4430)
H (-2.5578, -1.6624, 0.1355)
H (-4.1686, -0.2338, -0.5229)
H (-3.8655, 0.7583, 0.9481)
H (-5.6329, 0.0881, 1.9105)
H (-6.1594, -0.2936, 0.4524)
H (-0.4426, -1.4004, -1.0384)
H (-0.1139, -1.6280, 0.7170)
C (1.5628, 3.8180, -3.0219)
O (0.5920, 3.0842, -2.2574)
H (2.4011, 4.0509, -2.3717)
H (1.9130, 3.2161, -3.8604)
H (1.1230, 4.7444, -3.3893)
H (-0.1459, 2.8871, -2.8477)

Computed properties:
strongest force on any atom = 1.92 eV/A
lowest unoccupied orbital energy = -2.76 eV
2S+1 = 1
charge = +1
HOMO-LUMO gap = 8.787 eV
HOMO = -11.5418 eV

---

[4]
C13H28CrF9N2O13S3 | ωB97M-V/def2-TZVPD

Positions of all 69 atoms, in Å:
Cr (0.1098, 0.2467, -0.2237)
C (0.6565, 2.5424, -4.4216)
F (1.1476, 3.5986, -4.9171)
F (-0.4809, 2.3379, -4.9764)
F (1.4526, 1.5397, -4.6291)
S (0.2780, 2.8244, -2.5138)
O (1.5014, 3.4178, -1.9201)
O (-0.8567, 3.6841, -2.4261)
O (0.0110, 1.5376, -1.8806)
C (0.8600, -3.6394, -2.9769)
F (1.2997, -4.1285, -1.8604)
F (1.4565, -4.1925, -3.9870)
F (-0.4939, -3.7565, -2.9757)
S (1.1708, -1.6854, -3.0258)
O (0.2653, -1.2471, -4.1000)
O (0.6965, -0.9552, -1.8005)
O (2.6206, -1.5896, -3.2395)
C (-2.4723, -0.5142, 3.5769)
F (-2.6693, -0.6373, 4.8736)
F (-2.9046, -1.6655, 2.9951)
F (-3.1445, 0.5227, 3.0530)
S (-0.5718, -0.2650, 3.0807)
O (0.1689, -1.5403, 3.2833)
O (-0.4321, 0.0278, 1.6424)
O (-0.1372, 0.8675, 3.8808)
C (-4.2965, -0.7176, -0.5266)
C (-2.7471, -0.9368, -0.1444)
C (-2.2686, -2.3897, -0.0096)
O (-1.0387, -2.4377, 0.7689)
C (-0.6404, -3.8190, 1.0714)
N (-1.8864, -0.1248, -0.9305)
H (-4.5329, 0.3438, -0.6018)
H (-4.9601, -1.1383, 0.2288)
H (-4.6027, -1.2122, -1.4484)
H (-2.6339, -0.5291, 0.8601)
H (-1.9926, -2.7759, -0.9908)
H (-2.9802, -3.0635, 0.4675)
H (-1.3265, -4.2376, 1.8078)
H (0.3041, -3.8391, 1.6152)
H (-0.5460, -4.3987, 0.1532)
H (-1.9542, -0.6428, -1.7949)
H (-2.5580, 0.5783, -1.2039)
C (2.7259, 3.4123, 1.4518)
C (1.5110, 2.5956, 1.2671)
C (0.1229, 3.2963, 1.0715)
O (-0.8480, 2.3829, 0.5117)
C (-2.1712, 2.7896, 0.7756)
N (1.7294, 1.4890, 0.3193)
H (3.6529, 2.8667, 1.6280)
H (2.4283, 4.1425, 2.2044)
H (2.8488, 4.0871, 0.6047)
H (1.4719, 2.0539, 2.2122)
H (0.2088, 4.0951, 0.3349)
H (-0.2099, 3.7593, 2.0005)
H (-2.5395, 3.3550, -0.0805)
H (-2.4135, 3.3486, 1.6795)
H (-2.8021, 1.9281, 0.5566)
H (2.4709, 0.9669, 0.7641)
H (2.2404, 1.8893, -0.4545)
C (2.6158, -1.9603, 0.3427)
C (3.6775, -1.3733, 1.3454)
O (3.9037, 0.0223, 1.2997)
O (1.3384, -1.4407, 0.6462)
H (2.5899, -3.0491, 0.3855)
H (2.8030, -1.6289, -0.6787)
H (4.5870, -1.9732, 1.3136)
H (3.3119, -1.6407, 2.3369)
H (4.6633, 0.2298, 0.7505)
H (1.2110, -1.6338, 1.5779)

Computed properties:
strongest force on any atom = 4.22 eV/A
<S²> = 3.771
lowest unoccupied orbital energy (alpha / beta) = -2.06 / -0.55 eV
2S+1 = 4
charge = 0
HOMO-LUMO gap (alpha / beta) = 7.940 / 9.478 eV
HOMO (alpha / beta) = -10.0012 / -10.0267 eV

---

[5]
C13H28IN2O | ωB97M-V/def2-TZVPD

Positions of all 45 atoms, in Å:
I (-3.1075, -3.2262, 1.7589)
C (-3.1801, -2.4283, -0.3076)
C (-3.0927, -0.7873, 0.0044)
C (-1.7909, -0.4150, -0.9532)
N (-0.8977, -1.6426, -0.6800)
C (-1.7861, -2.8011, -1.1535)
C (-1.2090, -4.3347, -1.0581)
C (-0.8730, -4.8935, -2.7182)
C (-2.2700, -4.9214, -3.7486)
O (-1.5351, -6.2513, -3.1201)
H (-4.0592, -2.7823, -0.9938)
H (-4.1361, -0.3635, -0.3403)
H (-2.7801, -0.4603, 1.0863)
H (-2.2741, -0.4254, -2.0428)
H (-1.3085, 0.6493, -0.8624)
H (0.0956, -1.6093, -0.9973)
H (-0.8235, -1.6590, 0.3815)
H (-1.8877, -2.5556, -2.2983)
H (-2.0055, -5.1016, -0.6720)
H (-0.1841, -4.4397, -0.4865)
H (0.2216, -4.5587, -3.2321)
H (-1.6757, -4.4160, -4.6204)
H (-3.0524, -4.4265, -3.0338)
C (1.2153, 4.8364, -0.0420)
C (1.1093, 3.3801, 0.3959)
N (2.3999, 2.7481, 0.6883)
C (2.3105, 1.2918, 0.8416)
C (1.4976, 0.7532, 2.0148)
C (3.2461, 3.4259, 1.6729)
C (2.6702, 3.6492, 3.0674)
H (1.8739, 4.9424, -0.9093)
H (0.2250, 5.2112, -0.3248)
H (1.5867, 5.4807, 0.7609)
H (0.6266, 2.8347, -0.4242)
H (0.4310, 3.3203, 1.2544)
H (3.3221, 0.8692, 0.8911)
H (1.8822, 0.8804, -0.0817)
H (2.0323, 0.8629, 2.9607)
H (1.3184, -0.3178, 1.8757)
H (0.5206, 1.2362, 2.1054)
H (3.5321, 4.4030, 1.2646)
H (4.1992, 2.8897, 1.7674)
H (1.6376, 4.0068, 3.0451)
H (3.2635, 4.4054, 3.5925)
H (2.7117, 2.7402, 3.6710)

Computed properties:
strongest force on any atom = 6.84 eV/A
lowest unoccupied orbital energy = -3.37 eV
relative energy (zero: lowest compared OMol25 entry of this formula, charge and spin) = 68.6 kcal per mole
2S+1 = 1
charge = +1
HOMO-LUMO gap = 7.185 eV
HOMO = -10.5562 eV

---

[6]
C13H28NO4P2Tb | ωB97M-V/def2-TZVPD

Positions of all 49 atoms, in Å:
C (-0.7884, 0.8224, -4.1251)
C (-0.8048, 0.3326, -2.7860)
N (0.0359, 0.7288, -1.7791)
C (0.7875, 1.8134, -2.1399)
C (0.7956, 2.4326, -3.4266)
C (0.0351, 1.8922, -4.4239)
C (-1.8588, -0.7285, -2.4666)
P (-2.3403, -0.8974, -0.7268)
Tb (0.3340, -0.9264, 0.0815)
P (2.1672, 1.3222, 0.2939)
C (1.7824, 2.4104, -1.1492)
O (-0.6075, -3.2272, -3.0002)
O (0.1542, -3.3414, -0.1728)
H (-1.4300, 0.3501, -4.8676)
H (1.4245, 3.2805, -3.6039)
H (0.0547, 2.2668, -5.4078)
C (-3.9288, 0.0031, -0.8694)
C (-3.1830, -2.5446, -0.7593)
H (2.7864, 2.5564, -1.6948)
H (1.4564, 3.3833, -0.7607)
H (-1.5280, -1.7281, -2.8775)
H (-2.8180, -0.4960, -2.9577)
C (2.7841, 2.5979, 1.5010)
C (3.8909, 0.9720, -0.2828)
H (1.0979, -3.1716, -0.3192)
H (0.2066, -3.9726, 0.5620)
H (-0.1336, -3.4708, -2.1821)
H (-0.0037, -3.1420, -3.7292)
H (-0.5060, 0.0120, 1.4996)
H (2.0052, -1.7696, -0.3468)
H (-4.5940, -0.5699, -1.5312)
H (-4.4577, 0.1368, 0.0733)
H (-3.7910, 0.9715, -1.3404)
H (-3.9014, -2.5773, -1.5728)
H (-2.4781, -3.3702, -0.9025)
H (-3.7207, -2.7763, 0.1550)
H (4.4499, 1.9063, -0.3569)
H (4.4295, 0.2882, 0.3812)
H (3.8687, 0.5267, -1.2752)
H (3.6462, 3.1462, 1.1114)
H (2.0126, 3.3352, 1.7417)
H (3.0825, 2.1276, 2.4507)
C (-0.3922, -0.8664, 5.1324)
O (-0.1254, -0.3512, 3.8028)
C (-0.0705, -0.9741, 2.6068)
O (0.1189, -2.1899, 2.4398)
H (0.1191, -1.8120, 5.3053)
H (-1.4952, -0.9768, 5.2933)
H (-0.0561, -0.0912, 5.8465)

Computed properties:
strongest force on any atom = 3.38 eV/A
<S²> = 13.043
lowest unoccupied orbital energy (alpha / beta) = 0.46 / 0.49 eV
2S+1 = 7
charge = 0
HOMO-LUMO gap (alpha / beta) = 5.325 / 4.824 eV
HOMO (alpha / beta) = -4.8602 / -4.3323 eV

---

Calculated total energy (computed, Eh): -13467.003784 -2925.800586 -1291.409560 -4737.571238 -994.040274 -2374.772988